The following is a DFT calculation (wB97M-V/def2-TZVPD) of a molecular structure, C37H36N6O4Pb.

Last column: Mulliken charge in e.
Geometry (Å):
Pb 1.137678 1.528021 -0.185138  1.45
C 4.124863 0.058208 1.014445  -1.24
O 3.278716 -0.591857 0.062082  -0.19
C 3.298042 -1.955196 0.055618  0.96
C 3.994627 -2.705409 0.999011  -0.55
C 4.065546 -4.084570 0.912875  -0.89
C 3.451996 -4.766307 -0.128200  -0.86
C 2.712862 -4.052674 -1.042452  -0.44
C 2.608459 -2.662125 -0.945408  0.37
N 1.740569 -2.057377 -1.878968  1.23
N 0.694606 -2.594215 -2.343057  -0.97
C 0.180548 -1.757846 -3.261338  0.88
C 1.029943 -0.650747 -3.333039  0.88
O 2.024814 -0.848652 -2.451634  -0.35
C 0.829533 0.398884 -4.231035  -1.06
C -0.267458 0.284726 -5.041428  -0.75
C -1.183503 -0.808900 -4.987671  0.55
C -2.310147 -0.864218 -5.832988  -0.91
C -3.167227 -1.933955 -5.776022  -0.65
C -2.942945 -2.987774 -4.877910  -0.61
C -1.863462 -2.959245 -4.027491  -0.66
C -0.977558 -1.877123 -4.076186  0.21
H 5.160241 -0.259334 0.892259  0.59
H 3.790513 -0.142335 2.034424  0.45
H 4.057589 1.124966 0.808489  0.15
H 4.485458 -2.217131 1.826359  0.46
H 4.625340 -4.628241 1.661438  0.47
H 3.556117 -5.836797 -0.226056  0.45
H 2.212570 -4.549325 -1.860784  0.52
H 1.515682 1.231246 -4.296478  0.59
H -0.454568 1.060060 -5.774324  0.48
H -2.485207 -0.057415 -6.533460  0.45
H -4.024058 -1.968533 -6.435013  0.43
H -3.625323 -3.826368 -4.858276  0.44
H -1.685157 -3.761543 -3.323424  0.52
C 1.333264 1.594471 4.466778  -1.59
C 1.245459 1.972090 3.026195  0.33
N 0.992609 1.079896 2.126103  0.86
N 0.752685 -0.185801 2.518025  -0.95
C 0.365379 -0.980336 1.533190  0.69
O 0.253706 -0.628078 0.304188  -0.77
C 0.032795 -2.367038 1.929542  0.27
C -0.729315 -3.175814 1.089123  0.01
C -1.077624 -4.457616 1.479666  -1.00
C -0.664344 -4.946872 2.710670  -0.47
C 0.103877 -4.150997 3.550515  -0.90
C 0.447717 -2.867396 3.166293  -0.28
C 1.391675 3.360496 2.556413  0.45
C 1.704343 4.414102 3.408510  -0.85
C 1.735474 5.708829 2.912513  -0.46
C 1.441675 5.930380 1.577118  -0.89
C 1.173263 4.829896 0.780547  -0.25
N 1.164080 3.586177 1.249788  0.19
H 0.570438 0.847379 4.678248  0.35
H 1.213848 2.438593 5.137545  0.51
H 2.299249 1.122424 4.663444  0.27
H -1.061253 -2.786885 0.137395  0.44
H -1.686398 -5.075929 0.832831  0.45
H -0.947615 -5.945147 3.016622  0.44
H 0.421924 -4.532326 4.511563  0.44
H 1.037674 -2.233545 3.812076  0.46
H 1.927980 4.233193 4.448599  0.42
H 1.978924 6.533585 3.568203  0.47
H 1.430068 6.926283 1.159090  0.44
H 0.946189 4.947475 -0.273243  0.51
O -0.951322 2.224449 -1.046205  -0.45
C -2.180471 2.062095 -1.107782  0.06
C -3.069276 3.123058 -1.677561  -0.78
C -3.906810 3.628636 -0.460593  -0.68
C -3.262206 3.416127 0.934254  -0.35
C -3.475944 2.029306 1.579464  -0.91
C -2.627418 0.917893 0.947086  0.08
N -2.809158 1.024250 -0.512855  0.02
H -3.720954 2.743093 -2.465589  0.35
H -2.451887 3.915517 -2.093525  0.39
H -4.889761 3.153733 -0.465747  0.32
H -4.074798 4.695586 -0.600536  0.42
H -3.703347 4.150535 1.607872  0.43
H -2.189666 3.637692 0.890510  0.02
H -4.532735 1.758926 1.496116  0.35
H -3.243590 2.089669 2.644581  0.44
H -2.934725 -0.069366 1.286498  0.36
H -1.570094 1.048532 1.172771  -0.45
H -3.793316 0.977847 -0.745530  0.39

Cartesian forces (eV/Å) of the 3 atoms listed first:
Pb 0.05 -0.60 -0.17
C 0.05 -0.05 0.09
O -0.19 -0.24 -0.09

Values from the calculation:
Relative energy (zero: lowest compared OMol25 entry of this formula, charge and spin) = 16.8 kcal/mol
HOMO-LUMO gap = 0.24174 Ha
Maximum force = 0.0187 hartree/bohr
Charge = +2
Molecular weight = 835.93 g/mol
HOMO = -0.4750 Eh

---

The following is a DFT calculation (wB97M-V/def2-TZVPD) of a molecular structure, C22H24ClCoNO2P in a non-equilibrium geometry.

Last column: Mulliken spin population.
Geometry (Å):
Co -0.596757 -0.380872 1.351764  2.67
Cl 0.160028 -2.475742 1.384814  0.13
C -0.490408 1.388491 1.421759  0.06
O 0.020205 2.362086 1.800398  -0.01
P -0.073155 0.182445 -0.852138  0.10
C -1.624510 -0.146682 -1.746402  0.07
C 0.419227 1.821403 -1.504058  0.28
C 1.194622 -0.945728 -1.487072  0.01
C 1.613628 2.020171 -2.220957  0.00
C 1.920126 3.276469 -2.750133  0.16
C 1.043392 4.351230 -2.571348  0.23
C -0.153159 4.157140 -1.870561  0.02
C -0.463718 2.904390 -1.339437  0.11
H 2.307141 1.191337 -2.371973  0.00
H 2.851098 3.416217 -3.300511  0.00
H 1.290128 5.335662 -2.972471  0.00
H -0.847874 4.985892 -1.731866  0.00
H -1.414183 2.771424 -0.815254  -0.01
C -2.587796 -0.969412 -1.142754  0.01
C -3.774148 -1.268133 -1.812352  0.02
C -4.011018 -0.744278 -3.088621  0.03
C -3.058104 0.087109 -3.690237  -0.01
C -1.870880 0.391960 -3.022157  0.05
H -2.410482 -1.388757 -0.147814  -0.02
H -4.512232 -1.910134 -1.333219  0.00
H -4.937640 -0.986224 -3.609215  0.00
H -3.233213 0.500714 -4.682389  0.00
H -1.138779 1.053340 -3.495383  0.01
C 0.978528 -1.639747 -2.683554  -0.01
C 1.976521 -2.474260 -3.190982  0.01
C 3.172409 -2.646140 -2.489587  0.00
C 3.377143 -1.974463 -1.278987  0.00
C 2.398226 -1.117260 -0.777950  0.01
H 0.033797 -1.522747 -3.214300  0.00
H 1.809917 -2.982758 -4.139516  0.00
H 3.949805 -3.301697 -2.886428  0.00
H 4.304800 -2.109136 -0.724436  0.00
H 2.562277 -0.596147 0.167492  0.00
H -2.632925 -2.828027 1.282744  0.00
H -1.853206 -2.883256 1.174443  0.00
C -0.879359 -0.103778 5.962991  0.00
N 0.411601 -0.362285 5.373824  0.01
C 1.525831 -0.761845 6.242296  0.00
C 0.493462 -0.338764 4.047417  -0.01
O -0.533163 -0.063443 3.355459  0.07
H -0.748433 -0.247790 7.028291  0.00
H -1.628347 -0.786990 5.556365  0.00
H -1.202708 0.916199 5.741795  0.00
H 1.896137 -1.770387 5.986656  0.00
H 2.366656 -0.047531 6.187882  0.00
H 1.116914 -0.764016 7.255181  0.00
H 1.482580 -0.575270 3.622511  0.00

Cartesian forces (eV/Å) of the 3 atoms listed first:
Co -0.15 -4.51 1.13
Cl 0.65 0.81 -0.06
C 1.27 7.70 3.17

Values from the calculation:
HOMO-LUMO gap (alpha / beta) = 0.29086 / 0.13210 Ha
Maximum force = 0.1638 hartree/bohr
Spin multiplicity = 5
Charge = +2
Molecular weight = 459.80 g/mol
HOMO (alpha / beta) = -0.5322 / -0.5427 Eh

---

The following is a DFT calculation (wB97M-V/def2-TZVPD) of a molecular structure, C27H44AlBr2ClKNO9PS in a non-equilibrium geometry.

Last column: Mulliken charge in e.
Geometry (Å):
C 4.469426 -3.360232 0.040919  -0.42
C 4.545721 -3.641565 -1.577135  -0.65
C 3.760287 -2.540419 -2.505336  0.06
C 4.650699 -1.190773 -2.858801  -0.64
C 3.599498 -0.080555 -3.451274  0.11
C 4.085134 1.479594 -3.316686  -0.37
C 4.606106 1.895700 -1.801384  -0.03
C 4.050727 3.436544 -1.516534  0.04
C 2.712323 3.489795 -0.565786  -0.73
C 1.479726 2.526995 -1.057164  0.50
C 0.397626 2.160618 0.164514  -0.38
P -0.102759 0.309323 -0.180598  -0.62
C -1.501087 -0.297899 1.007641  -0.45
C -2.972840 0.351889 0.679286  -0.14
C -4.049089 -0.837415 0.271531  -0.10
C -4.463562 -0.849441 -1.315957  0.41
O -5.034832 -1.919307 -1.894032  -0.66
O -4.258370 0.330673 -2.219656  -0.35
C -5.215627 1.401047 -1.847665  -0.24
C -6.678581 0.998690 -2.512158  -0.93
N -0.612468 0.261278 -1.888824  -0.29
C -0.597314 -1.048327 -2.383761  0.56
O -0.133955 -2.114637 -3.094000  -0.42
C 1.445287 -0.730362 0.233343  1.18
Cl 1.075731 -2.584054 0.212771  -0.09
C 1.808599 -0.398240 1.831354  -0.39
C 3.263032 0.333803 2.028332  -0.83
H 4.105954 -2.270483 0.306283  -0.19
H 3.655131 -4.099942 0.484473  0.18
H 5.488524 -3.627773 0.558031  0.33
H 5.665929 -3.696242 -1.922121  0.27
H 4.051661 -4.687766 -1.788300  0.31
H 2.716652 -2.202628 -2.078767  -0.27
H 3.548878 -3.060729 -3.555524  0.35
H 5.205931 -0.868359 -1.878136  0.24
H 5.411014 -1.485584 -3.730283  0.34
H 3.363026 -0.269076 -4.604725  0.41
H 2.557878 -0.175972 -2.880659  -0.42
H 4.892398 1.792161 -4.126788  0.38
H 3.129978 2.150394 -3.562165  0.24
H 4.178877 1.141210 -1.009174  -0.22
H 5.796890 1.902497 -1.759653  0.52
H 3.897895 3.966618 -2.560320  -0.55
H 4.964501 4.001181 -0.999107  0.43
H 2.301148 4.606488 -0.611225  0.34
H 3.043460 3.187099 0.516109  0.33
H 1.861119 1.501740 -1.500833  -0.66
H 0.837110 3.066307 -1.899582  0.29
H 0.971475 2.274335 1.195855  0.40
H -0.581085 2.809968 0.111049  0.54
H -1.542451 -1.480622 0.864214  0.58
H -1.171712 -0.063380 2.106541  0.35
H -3.373109 0.828556 1.681826  0.14
H -2.905850 1.200385 -0.135125  0.39
H -3.660378 -1.919625 0.530258  0.31
H -5.046099 -0.651012 0.896466  0.07
H -4.789935 2.411703 -2.287869  0.36
H -5.286567 1.540687 -0.686210  0.32
H -6.896352 -0.161709 -2.501131  0.34
H -7.568871 1.565761 -1.963777  0.33
H -6.608686 1.338071 -3.651707  0.29
H 2.394056 -0.486274 -0.447901  -0.54
H 0.983736 0.354847 2.241313  0.09
H 1.686134 -1.377790 2.498346  0.41
H 3.463831 1.161940 1.209166  -0.05
H 3.237250 0.917867 3.068083  0.37
H 4.137521 -0.440974 2.119944  0.32
C -4.772313 -1.613935 5.543364  -0.43
C -5.042880 -2.773216 6.150972  -0.37
C -4.760020 -4.065643 5.496120  0.26
O -5.009189 -5.127183 6.050701  -0.56
C -4.165430 -4.027380 4.145267  -0.47
C -3.894862 -2.868100 3.537659  0.03
C -4.177723 -1.575673 4.192512  0.24
O -3.928554 -0.514133 3.637931  -0.32
H -4.974243 -0.657181 6.009298  0.48
H -5.478343 -2.818020 7.142024  0.41
H -3.963500 -4.984135 3.679333  0.45
H -3.459400 -2.823296 2.546607  0.27
Br 3.631129 2.943899 -5.169608  -0.52
O -1.480585 2.121081 3.176837  -0.60
S -2.368875 2.940131 4.021620  1.19
O -3.434288 3.527952 3.189286  -0.59
O -1.588239 4.018936 4.654329  -0.58
O -2.972370 2.092646 5.066135  -0.53
Al 3.931129 5.075443 -4.290123  0.06
Br -5.968871 0.289397 -0.187798  -0.16
K 5.431129 2.761811 -7.322280  0.95

Cartesian forces (eV/Å) of the 3 atoms listed first:
C -0.57 -0.78 0.00
C -0.31 0.09 -0.08
C 0.46 -0.21 -1.05

Values from the calculation:
HOMO-LUMO gap = 0.08506 Ha
Maximum force = 0.2323 hartree/bohr
Charge = +1
Molecular weight = 851.03 g/mol
HOMO = -0.2890 Eh

---

The following is a DFT calculation (wB97M-V/def2-TZVPD) of a single C6H14O2 molecule in a non-equilibrium geometry.

Last column: Mulliken charge in e.
Geometry (Å):
C -0.385997 -0.514841 -0.250629  1.08
C 0.795982 0.274796 0.098103  0.09
C 0.838169 0.048998 1.913054  -0.68
C -1.763982 0.002265 0.113105  -1.69
C 0.867155 1.750328 -0.216770  -1.64
C -0.199687 -0.461898 -2.093516  -1.31
O -0.260190 -1.868012 0.101651  -0.59
O 1.379228 -1.216412 2.208496  -0.57
H -1.055501 -2.341202 -0.191384  0.35
H 0.906716 -1.865286 1.655560  0.39
H 1.712308 -0.249082 -0.180955  0.46
H -0.130680 0.194030 2.398792  0.26
H 1.525121 0.807538 2.290096  0.39
H -1.853772 1.080549 -0.011558  0.32
H -2.517202 -0.471735 -0.524868  0.51
H -2.021106 -0.261638 1.143561  0.38
H 1.867672 2.014675 -0.573524  0.33
H 0.198695 2.145162 -0.984018  0.41
H 0.671295 2.432845 0.613560  0.45
H 0.176486 -1.446765 -2.379320  0.39
H -1.180902 -0.344486 -2.560395  0.34
H 0.430192 0.290170 -2.569041  0.34

Cartesian forces (eV/Å) of the 3 atoms listed first:
C -0.47 0.43 -5.49
C 0.58 -0.39 5.56
C 0.97 0.29 -2.63

Values from the calculation:
Relative energy (zero: lowest compared OMol25 entry of this formula, charge and spin) = 58.1 kcal/mol
HOMO-LUMO gap = 0.34547 Ha
Maximum force = 0.1089 hartree/bohr
Structure (SMILES) = C[C@@H](CO)C(C)(C)O
Molecular weight = 118.18 g/mol
HOMO = -0.3175 Eh

---

The following is a DFT calculation (wB97M-V/def2-TZVPD) of a molecular structure, C4H6N2 in a non-equilibrium geometry.

Last column: Mulliken charge in e.
Geometry (Å):
C 1.200484 0.260084 -2.208426  -1.11
C 0.493173 0.515053 -1.025545  0.84
C -0.074444 0.612310 0.034051  -0.10
C -0.963102 0.840107 1.186105  -0.53
H 2.454341 0.518224 -2.065476  0.26
H 0.628503 1.168858 -3.099683  0.26
H 0.813803 -1.005231 -2.405857  0.23
H -1.586358 1.655436 1.235592  0.40
H -0.903773 -1.790619 2.788365  0.25
H -0.457504 -1.638847 1.204797  0.21
N -1.121682 0.048101 2.223570  -0.28
N -0.483441 -1.183475 2.132505  -0.43

Cartesian forces (eV/Å) of the 3 atoms listed first:
C 0.47 -0.06 -3.29
C -0.41 0.29 2.13
C -1.46 0.28 0.82

Values from the calculation:
Relative energy (zero: lowest compared OMol25 entry of this formula, charge and spin) = 127.4 kcal/mol
HOMO-LUMO gap = 0.33423 Ha
Maximum force = 0.0890 hartree/bohr
Molecular weight = 82.11 g/mol
HOMO = -0.3125 Eh

---

The following is a DFT calculation (wB97M-V/def2-TZVPD) of a molecular structure, C14H7BF7IrO2S.

Last column: Mulliken spin population.
Geometry (Å):
Ir -0.419890 -0.088716 -0.312979  0.30
C -0.820844 3.389826 2.059615  0.00
C -0.106358 2.331886 1.279687  -0.01
O -0.898787 1.504862 0.728774  0.00
C 1.318050 2.305909 1.180336  0.00
C 2.062407 3.288208 1.885592  -0.01
C 3.423380 3.350633 1.803575  0.02
C 4.106357 2.427201 0.996010  -0.01
C 3.427594 1.460717 0.299856  0.02
C 2.030021 1.370997 0.381651  0.00
O 1.467105 0.394899 -0.309420  0.06
H -1.892107 3.256411 1.945813  0.00
H -0.535843 4.383762 1.717168  0.00
H -0.560695 3.309066 3.116118  0.00
H 1.540301 4.002357 2.504854  0.00
H 3.969796 4.104181 2.351845  0.00
H 5.184914 2.475656 0.922468  0.00
H 3.941421 0.739884 -0.320593  0.00
F -0.394132 -0.763751 2.515562  0.00
B -0.465236 -1.290979 1.315275  0.01
F -0.507517 -2.598887 1.167171  0.00
F -1.795452 -5.584303 -3.699088  0.01
C -1.969576 -4.476901 -3.013293  0.08
C -3.250597 -4.074258 -2.657264  -0.02
F -4.288032 -4.808292 -3.009695  0.00
C -3.431919 -2.908139 -1.933710  0.06
F -4.655666 -2.539001 -1.598004  0.01
C -2.344093 -2.123211 -1.549981  -0.04
S -2.555320 -0.659666 -0.626918  0.48
C -1.086348 -2.566525 -1.931788  0.06
F 0.012172 -1.808065 -1.576480  0.01
C -0.862262 -3.714477 -2.647949  -0.01
F 0.357160 -4.091284 -2.984210  0.00

Cartesian forces (eV/Å) of the 3 atoms listed first:
Ir 0.00 -0.01 0.00
C 0.00 -0.01 0.01
C 0.03 0.03 -0.02

Values from the calculation:
Relative energy (zero: lowest compared OMol25 entry of this formula, charge and spin) = 0.0 kcal/mol
HOMO-LUMO gap (alpha / beta) = 0.29688 / 0.20384 Ha
Maximum force = 0.0009 hartree/bohr
Spin multiplicity = 2
Charge = +1
Molecular weight = 575.29 g/mol
HOMO (alpha / beta) = -0.4425 / -0.4439 Eh